ORCA calculation (ωB97M-V/def2-TZVPD) on a structure of composition C7H6N4O7P2SeV.

XYZ file:
```
28
Properties=species:S:1:pos:R:3:forces:R:3:lowdin_spin:R:1
V 0.2174 0.5093 0.9472 0.652 0.008 0.416 1.953
O -1.9864 -2.5739 1.8781 -0.052 0.016 0.002 0.000
P -0.9580 -1.4794 2.4318 0.002 -0.156 -0.344 0.003
O -0.5946 -1.7442 3.8223 -0.037 -0.014 0.111 0.001
O 0.1361 -1.3670 1.3266 -0.289 -0.018 0.174 0.026
O -1.7162 -0.0937 2.1613 0.309 -0.137 0.205 0.004
P -2.1706 1.5397 2.0543 -0.050 0.075 -0.467 0.003
O -3.4731 1.1562 1.0850 0.147 0.147 0.048 0.000
O -0.1135 1.9248 3.7749 -0.688 0.106 0.522 -0.013
O -1.0635 1.8483 0.9285 -0.573 0.217 0.020 0.027
H -2.3555 -3.0439 2.6354 0.025 -0.029 -0.048 0.000
H -4.1281 1.8592 1.1578 -0.010 -0.058 0.066 0.000
N 3.3908 2.8219 -3.9279 0.016 -0.033 -0.038 0.002
C 3.3920 2.3911 -2.8551 -0.031 -0.017 0.214 0.003
N 3.4969 1.9329 -1.6144 0.178 0.234 -0.124 0.017
C 2.5263 1.4870 -0.9456 -0.155 -0.327 -0.183 0.025
N 1.6980 0.9999 -0.2722 -0.097 0.022 0.028 -0.002
Se 1.3078 1.5294 3.0049 0.642 0.125 -0.657 -0.039
C 2.0492 0.1216 4.0769 -0.063 -0.090 -0.016 0.000
C 1.4310 -0.1817 5.2720 0.064 -0.083 0.068 -0.004
C 2.0285 -1.1391 6.0789 0.011 -0.014 0.014 0.001
N 3.1541 -1.7846 5.7727 -0.024 0.081 -0.100 -0.005
C 3.7217 -1.4786 4.6036 -0.036 -0.047 0.093 0.001
C 3.2176 -0.5352 3.7252 0.031 -0.001 -0.033 -0.004
H 0.4979 0.3013 5.5312 0.021 -0.005 0.019 0.000
H 1.5705 -1.4092 7.0248 -0.002 -0.001 -0.001 0.000
H 4.6298 -2.0187 4.3569 0.007 -0.002 0.005 0.000
H 3.7259 -0.3303 2.7900 0.003 0.001 0.008 0.000
```
Positions in Å, forces in eV/Å.

Calculated values
⟨S²⟩: 2.03
HOMO-LUMO gap (alpha / beta) in eV: 7.62 / 7.86
LUMO (alpha / beta) in Ha: 0.087 / 0.098
Energy relative to the best compared isomer or geometry (same formula, charge and spin) in kJ/mol: 18.30
Total charge: -1
Multiplicity: 3


ORCA calculation (ωB97M-V/def2-TZVPD) on a structure of composition C35H37F4N7SeV.

XYZ file:
```
85
Properties=species:S:1:pos:R:3:forces:R:3:lowdin_spin:R:1
V -0.2193 0.9173 -0.7650 -0.899 -1.795 -1.247 1.175
C -0.3318 3.6084 0.4243 -0.139 -0.505 -0.192 -0.003
N -0.4891 2.2048 0.8945 -0.097 0.293 0.717 0.003
C 0.5947 1.7869 1.8515 -0.138 -0.368 -0.462 0.004
C 1.8583 1.6291 1.0599 -0.290 0.100 -0.316 -0.024
C 3.0965 1.9963 1.5326 0.209 0.023 0.126 0.000
C 4.2022 1.9489 0.6899 0.078 0.079 0.224 -0.042
C 3.9974 1.5935 -0.6294 0.106 -0.056 -0.155 0.000
C 2.7337 1.2223 -1.0420 -0.495 -0.126 0.422 -0.030
N 1.6559 1.1786 -0.2117 1.734 0.242 0.465 0.002
C -1.8331 1.9364 1.4855 0.564 -0.128 -0.259 0.000
C -2.0833 0.4528 1.5065 0.430 -0.181 -0.511 0.001
C -2.9115 -0.1315 2.4326 -0.171 0.006 0.173 0.000
C -3.1778 -1.4854 2.3293 -0.099 -0.183 0.134 0.000
C -2.6200 -2.1994 1.2855 -0.105 -0.146 0.102 0.000
C -1.7873 -1.5498 0.4005 0.220 0.483 -0.101 0.000
N -1.4859 -0.2466 0.5115 -0.508 0.098 0.838 -0.003
C -0.3342 3.7271 -1.0914 0.059 -0.266 0.068 -0.017
C -0.6005 4.9320 -1.7065 -0.001 0.204 0.218 0.000
C -0.5332 5.0305 -3.0865 -0.059 0.228 -0.108 -0.031
C -0.1865 3.9048 -3.8093 0.089 -0.064 -0.130 0.000
C 0.0597 2.7216 -3.1428 0.145 0.017 0.461 -0.025
N -0.0262 2.6058 -1.7926 -0.445 1.469 -0.610 -0.016
H 0.6139 3.9927 0.7832 0.294 0.083 0.126 -0.001
H -1.1095 4.2388 0.8445 -0.154 0.105 0.086 0.000
H 0.3410 0.8132 2.3181 -0.085 0.096 -0.172 0.000
H 0.7121 2.5111 2.6506 0.024 0.260 0.190 0.001
H 3.1885 2.3210 2.5638 -0.002 -0.029 -0.105 0.001
H 5.1903 2.2162 1.0497 -0.135 -0.026 -0.025 -0.003
H 4.8145 1.5923 -1.3451 -0.147 -0.014 0.088 0.001
H 2.5486 0.9547 -2.0698 -0.056 -0.103 -0.070 -0.002
H -1.9288 2.3617 2.4814 0.058 0.105 0.221 0.000
H -2.5803 2.4012 0.8461 -0.071 0.130 -0.111 0.000
H -3.3357 0.4660 3.2309 0.036 -0.057 -0.027 0.000
H -3.8072 -1.9774 3.0646 0.091 0.062 -0.096 0.000
H -2.7977 -3.2609 1.1685 -0.005 0.090 0.001 0.000
H -1.3500 -2.0647 -0.4407 0.119 0.031 0.050 0.000
H -0.8457 5.7979 -1.0958 0.003 -0.150 -0.102 0.001
H -0.7426 5.9720 -3.5841 0.021 -0.126 0.061 -0.002
H -0.1143 3.9288 -4.8892 0.015 -0.009 0.066 0.001
H 0.3293 1.8230 -3.6759 -0.071 -0.133 0.011 -0.002
C 1.7326 -4.5907 -1.1215 -0.004 -0.105 -0.018 0.000
C 1.1655 -3.2462 -0.6654 0.192 0.134 -0.072 0.000
N 1.9195 -2.0478 -1.0809 -0.005 -0.180 0.328 0.002
C 3.3451 -2.1467 -0.7378 -0.262 -0.118 0.189 0.000
C 3.6067 -2.2362 0.7594 -0.078 -0.018 0.084 0.000
C 1.7834 -1.7612 -2.4888 -0.115 0.142 0.183 0.000
C 0.4101 -1.4107 -3.0342 -0.529 0.293 0.254 0.004
N -0.4334 -0.3381 -2.4074 -0.186 -0.129 -0.539 0.001
C -1.6488 -0.1520 -3.0805 0.623 -0.188 0.225 0.001
C -2.6296 0.7232 -2.5768 0.146 0.028 0.251 0.000
F -2.3836 1.3706 -1.3900 0.049 -0.079 -0.037 0.006
C -3.8454 0.9984 -3.1464 0.102 -0.032 0.043 0.000
F -4.6452 1.8634 -2.5255 -0.293 0.300 0.248 0.000
C -4.2422 0.4061 -4.3159 -0.300 0.018 -0.190 -0.002
C -3.3259 -0.4589 -4.8589 0.049 -0.018 0.019 0.000
F -3.6199 -1.0737 -6.0039 -0.077 -0.178 -0.316 0.000
C -2.0934 -0.7310 -4.2967 0.046 0.081 0.163 -0.002
F -1.3407 -1.5810 -5.0105 0.236 -0.250 -0.190 0.000
H 1.0473 -5.3850 -0.8104 0.092 0.053 -0.048 0.000
H 2.7068 -4.8010 -0.6728 -0.105 -0.002 -0.033 0.000
H 1.8368 -4.6496 -2.2103 -0.001 -0.007 0.122 0.000
H 1.0713 -3.2352 0.4224 -0.006 0.057 0.020 0.000
H 0.1589 -3.1571 -1.0720 -0.025 0.062 0.024 0.000
H 3.8333 -1.2597 -1.1277 0.037 0.218 -0.083 0.000
H 3.8071 -3.0007 -1.2553 0.082 0.001 -0.028 0.000
H 2.9716 -1.5336 1.3098 0.088 -0.048 -0.064 0.000
H 4.6549 -1.9937 0.9686 -0.152 -0.077 -0.023 0.000
H 3.4068 -3.2342 1.1638 0.000 0.143 -0.060 0.000
H 2.0965 -2.6152 -3.1067 0.104 -0.088 -0.166 0.000
H 2.4821 -0.9682 -2.7307 0.161 0.220 -0.014 0.000
H -0.1721 -2.3322 -3.0843 -0.123 -0.041 0.039 0.000
H 0.6271 -1.1442 -4.0632 -0.048 0.046 -0.275 0.000
H -5.2054 0.5957 -4.7740 0.161 -0.006 0.060 0.000
Se 0.5710 -1.5691 3.2286 0.017 -0.020 0.126 0.000
C -0.2219 -1.5379 4.9529 -0.115 0.072 0.089 0.000
C -0.5828 -2.7154 5.6316 -0.084 0.195 0.154 0.000
C -1.1658 -2.6430 6.8932 0.020 0.253 -0.042 0.000
N -1.4285 -1.4981 7.5465 0.182 -0.046 -0.399 0.000
C -1.0842 -0.3731 6.9013 0.006 -0.232 -0.058 0.000
C -0.4972 -0.3403 5.6406 -0.103 -0.259 0.132 0.000
H -0.4003 -3.6782 5.1665 -0.014 0.066 0.062 0.000
H -1.4407 -3.5610 7.4182 0.058 0.192 -0.119 0.000
H -1.2903 0.5603 7.4317 0.045 -0.191 -0.120 0.000
H -0.2416 0.6101 5.1859 0.007 -0.002 0.032 0.000
```
Positions in Å, forces in eV/Å.

Calculated values
⟨S²⟩: 0.88
HOMO-LUMO gap (alpha / beta) in eV: 5.68 / 5.18
LUMO (alpha / beta) in Ha: -0.010 / -0.019
Multiplicity: 2


| no. | DFT total energy (hartree) |
| --- | --- |
| 1 | -5044.52574 |
| 2 | -5484.06023 |